(1)
Formula: C37H50Cl32N3O2S3
Source: the OMol25 dataset
Level of theory: ωB97M-V/def2-TZVPD

The charge is +1. The calculation puts the electronic energy at -17674.87392 hartree. The value obtained for the molar mass is 1799.5 g/mol.

```
127
Properties=species:S:1:pos:R:3:forces:R:3:mulliken_charge:R:1
C 2.905 -4.359 -0.407 0.06 0.01 0.66 -1.06
C 3.961 -3.532 0.369 -0.32 -0.05 -0.81 -0.22
C 3.951 -2.069 -0.084 -0.23 -0.28 -0.01 -0.52
C 2.803 -1.283 0.557 0.43 0.02 -0.03 -0.55
C 2.399 -0.034 -0.241 0.22 -0.89 0.39 -0.69
C 1.601 -0.412 -1.482 -0.02 0.22 -0.25 -0.19
C 1.125 0.816 -2.278 0.13 -0.01 0.67 -1.43
C -0.225 1.364 -1.771 0.41 -0.62 -0.46 -0.27
N -1.280 1.254 -2.801 -0.33 0.39 1.35 0.46
C -1.878 -0.099 -2.756 0.54 -0.39 -0.61 0.70
C -2.397 -0.625 -4.074 -0.66 -0.25 -0.49 -1.07
C -3.239 -1.895 -3.911 0.28 0.00 -0.63 -0.60
C -2.409 -3.166 -3.714 -0.55 0.04 1.18 -0.42
C -3.264 -4.315 -3.137 -0.07 -0.22 -0.59 -0.25
C -3.061 -5.657 -3.839 0.10 -0.68 0.24 -0.94
C -3.445 -6.864 -2.972 -0.58 0.20 -0.01 -0.61
C -4.852 -6.772 -2.336 0.18 -0.42 -0.01 -1.01
C -2.231 2.281 -2.802 -0.17 -0.06 -0.36 0.31
S -3.017 2.762 -4.134 -0.03 0.02 -0.13 -0.23
S -2.642 3.225 -1.336 -0.33 -0.21 0.01 -0.11
C -2.688 2.017 0.034 0.55 0.66 -0.13 0.15
C -3.402 2.672 1.226 0.10 -0.49 0.07 -0.80
C -4.677 1.974 1.680 -0.16 0.82 0.17 -0.78
N -4.411 0.799 2.542 -0.09 -0.18 -0.18 0.37
C -4.837 0.791 3.808 -0.37 0.30 0.45 -0.17
C -4.621 -0.285 4.619 0.01 -0.81 0.24 -0.80
C -3.952 -1.393 4.122 0.39 0.19 0.10 0.65
C -3.736 -2.599 4.992 -0.60 -0.80 0.05 -0.37
O -4.512 -3.502 4.945 0.14 0.07 -0.03 -0.42
O -2.653 -2.565 5.807 0.31 0.66 -0.18 -0.29
S -1.442 -3.681 5.368 0.10 -0.51 -0.16 -0.07
C -3.511 -1.397 2.797 0.11 -0.33 0.19 -0.05
C -2.813 -2.562 2.126 -0.48 0.64 -0.34 -0.34
C -3.732 -3.248 1.121 -0.22 -0.64 0.11 0.68
C -4.177 -2.545 -0.131 0.13 0.55 0.12 -0.86
N -4.086 -4.425 1.426 0.09 0.12 -0.10 -0.68
C -3.764 -0.270 2.056 0.03 0.06 -0.35 0.11
H 2.283 -4.916 0.296 -0.08 -0.10 -0.10 0.30
H 3.378 -5.091 -1.057 -0.07 0.08 -0.21 0.34
H 2.239 -3.714 -0.981 0.02 -0.05 -0.16 0.15
H 4.941 -3.949 0.145 0.08 -0.08 0.37 0.29
H 3.738 -3.616 1.432 0.36 0.10 0.13 0.11
H 3.832 -2.080 -1.171 0.10 0.09 -0.06 0.25
H 4.909 -1.588 0.120 -0.03 0.11 0.10 0.33
H 1.946 -1.952 0.687 -0.11 0.06 -0.02 0.24
H 3.144 -1.005 1.557 -0.17 0.08 0.07 0.24
H 1.822 0.608 0.430 -0.03 0.28 -0.22 0.31
H 3.331 0.462 -0.522 -0.16 0.36 -0.04 0.40
H 0.753 -1.024 -1.153 -0.09 -0.04 -0.13 -0.01
H 2.201 -1.044 -2.137 0.09 -0.07 0.08 0.43
H 1.110 0.630 -3.349 -0.19 0.01 -0.04 0.42
H 1.874 1.588 -2.087 0.04 0.10 -0.34 0.42
H -0.511 0.746 -0.913 0.02 0.20 0.19 0.10
H -0.086 2.392 -1.459 -0.27 0.06 -0.01 0.53
H -1.072 -0.763 -2.441 0.05 0.04 0.07 -0.34
H -2.651 -0.185 -1.977 -0.11 0.22 -0.06 -0.31
H -3.014 0.110 -4.589 0.04 0.22 0.20 0.27
H -1.583 -0.846 -4.769 0.21 0.14 0.15 0.29
H -3.821 -2.020 -4.827 -0.15 -0.01 0.06 0.42
H -3.968 -1.767 -3.105 0.07 -0.04 0.10 0.28
H -1.936 -3.487 -4.639 0.12 0.19 -0.05 0.52
H -1.647 -2.935 -2.964 0.37 -0.14 -0.28 -0.05
H -3.080 -4.465 -2.069 0.09 0.15 0.02 0.14
H -4.316 -4.041 -3.243 -0.06 0.03 0.13 0.36
H -2.011 -5.795 -4.113 0.03 0.17 -0.07 0.36
H -3.637 -5.731 -4.764 0.02 0.34 -0.08 0.31
H -3.434 -7.758 -3.595 0.31 -0.06 0.04 0.39
H -2.712 -6.995 -2.176 0.12 -0.01 -0.06 0.37
H -5.520 -7.532 -2.741 -0.02 0.04 -0.10 0.36
H -5.340 -5.813 -2.494 0.04 0.11 0.11 0.32
H -4.784 -6.989 -1.270 -0.16 0.20 0.09 0.17
H -3.174 1.120 -0.340 -0.01 -0.03 0.07 -0.28
H -1.658 1.823 0.316 -0.07 -0.40 0.03 0.25
H -3.635 3.716 1.015 -0.10 0.00 -0.04 0.58
H -2.722 2.673 2.080 0.02 0.18 0.02 0.33
H -5.230 2.671 2.306 -0.10 -0.08 0.04 0.42
H -5.342 1.705 0.861 0.14 -0.28 -0.07 0.30
H -5.373 1.649 4.188 0.04 0.18 -0.26 0.46
H -4.977 -0.300 5.647 0.00 -0.08 -0.69 0.89
H -0.642 -3.477 6.423 -0.23 0.25 0.14 0.19
H -2.522 -3.320 2.842 0.20 0.00 0.01 0.04
H -1.951 -2.142 1.604 0.22 -0.25 0.07 0.29
H -3.339 -2.070 -0.649 0.05 -0.13 -0.06 -0.14
H -4.879 -1.740 0.104 -0.09 -0.03 0.03 0.53
H -4.684 -3.221 -0.814 0.07 -0.09 0.01 0.42
H -4.683 -4.808 0.693 -0.04 -0.15 0.06 0.29
H -3.457 -0.231 1.024 0.01 0.18 0.01 0.22
C 6.460 -3.012 3.617 0.04 -0.01 0.02 0.35
Cl 6.264 -4.752 3.837 -0.03 0.00 -0.01 -0.10
Cl 7.095 -2.691 2.002 0.02 0.03 0.00 -0.08
Cl 4.888 -2.216 3.804 -0.01 0.03 0.01 -0.11
Cl 7.576 -2.382 4.827 0.01 0.00 0.01 -0.09
C 1.014 5.593 -3.289 0.09 -0.06 0.06 0.08
Cl 1.682 6.911 -2.319 0.01 0.01 0.01 -0.07
Cl -0.247 4.767 -2.359 0.12 0.39 -0.15 0.02
Cl 0.341 6.233 -4.783 -0.01 -0.04 0.03 -0.08
Cl 2.285 4.423 -3.643 0.03 -0.04 -0.08 -0.03
C 6.637 4.137 -3.933 -0.06 0.03 0.03 0.24
Cl 5.544 5.506 -3.729 0.11 0.15 -0.13 -0.06
Cl 7.457 4.253 -5.489 -0.02 -0.02 -0.01 -0.09
Cl 7.827 4.140 -2.632 0.01 -0.03 0.01 -0.05
Cl 5.690 2.639 -3.872 -0.03 0.07 0.09 -0.02
C -0.257 8.009 1.307 0.02 -0.01 0.04 0.24
Cl 1.149 7.288 2.095 0.02 -0.01 -0.01 -0.06
Cl -1.127 6.754 0.412 -0.03 0.00 -0.03 0.00
Cl -1.324 8.712 2.525 0.00 -0.01 0.01 -0.10
Cl 0.274 9.267 0.193 0.00 0.00 -0.01 -0.09
C 9.023 0.108 -4.274 0.00 -0.06 0.01 0.31
Cl 8.749 0.471 -2.565 -0.01 0.01 0.03 -0.06
Cl 9.964 1.405 -5.008 -0.01 0.02 0.01 -0.08
Cl 9.906 -1.414 -4.414 0.00 0.00 0.00 -0.10
Cl 7.466 -0.038 -5.095 0.07 -0.09 -0.08 -0.09
C 5.629 4.497 0.839 0.02 -0.01 -0.08 0.09
Cl 4.782 4.561 2.388 -0.01 0.01 0.04 -0.10
Cl 4.529 4.994 -0.449 -0.08 -0.03 0.02 0.13
Cl 7.017 5.584 0.872 -0.08 -0.16 -0.04 -0.04
Cl 6.175 2.841 0.541 -0.01 -0.03 -0.01 -0.03
C -4.262 1.257 8.972 -0.03 0.07 0.09 0.34
Cl -4.665 1.098 7.230 0.13 0.45 0.70 -0.18
Cl -2.684 0.530 9.245 0.02 -0.01 -0.01 -0.08
Cl -4.226 2.962 9.397 0.00 -0.01 -0.03 -0.08
Cl -5.486 0.420 9.912 -0.01 -0.01 -0.01 -0.08
C 5.792 8.653 3.418 0.01 0.03 -0.01 0.30
Cl 4.509 8.571 2.203 -0.01 -0.03 -0.01 -0.04
Cl 7.352 8.398 2.637 0.07 0.17 0.11 -0.09
Cl 5.770 10.237 4.192 -0.01 0.01 -0.02 -0.10
Cl 5.529 7.403 4.639 0.00 -0.01 0.02 -0.10
```
Forces are in eV/Å.

=====

(2)
Formula: C6H12O
Source: the OMol25 dataset
Level of theory: ωB97M-V/def2-TZVPD

As for the energy relative to the best compared isomer or geometry (same formula, charge and spin): 0.0000 eV. The calculation puts the electronic energy at -311.05927 hartree. The structure (SMILES) is CC1(O)CCCC1. The value obtained for the molar mass is 100.2 g/mol.

```
19
Properties=species:S:1:pos:R:3:forces:R:3:nbo_charge:R:1
C 1.906 -0.787 -0.515 0.04 -0.01 -0.03 -0.62
C 0.633 -0.267 0.138 -0.06 -0.03 -0.30 0.25
O 0.769 -0.263 1.560 0.15 0.12 0.15 -0.73
C 0.208 1.125 -0.342 0.00 0.00 -0.07 -0.42
C -1.249 1.265 0.129 -0.06 0.07 0.05 -0.41
C -1.791 -0.186 0.238 -0.07 -0.04 0.05 -0.40
C -0.615 -1.099 -0.153 -0.02 -0.07 -0.04 -0.42
H 2.755 -0.132 -0.285 -0.11 -0.08 -0.02 0.20
H 1.799 -0.827 -1.604 0.00 0.01 0.13 0.21
H 2.143 -1.792 -0.150 -0.05 0.13 -0.03 0.22
H 1.441 0.393 1.784 -0.08 -0.11 0.05 0.46
H 0.868 1.910 0.046 -0.06 -0.07 -0.06 0.20
H 0.265 1.156 -1.437 0.02 0.00 0.13 0.20
H -1.284 1.752 1.108 -0.01 -0.06 -0.14 0.21
H -1.841 1.878 -0.558 0.10 -0.08 0.10 0.21
H -2.664 -0.351 -0.403 0.15 0.02 0.09 0.21
H -2.100 -0.397 1.265 0.03 0.04 -0.14 0.21
H -0.643 -1.337 -1.223 0.03 0.04 0.14 0.20
H -0.601 -2.042 0.402 0.02 0.11 -0.06 0.22
```
Forces are in eV/Å.